a:
DFT (ωB97M-V/def2-TZVPD) results for a single C6H9N molecule.

Output
Orbital gap   8.269 eV
Multiplicity   1
LUMO energy   0.84 eV

```
16
Properties=species:S:1:pos:R:3:nbo_charge:R:1
C -2.02 0.81 2.77 -0.6849
C -1.23 0.79 1.54 0.0180
C -0.58 0.77 0.53 -0.0310
C 0.24 0.72 -0.68 -0.4839
C 1.28 -0.38 -0.54 -0.0933
C 1.08 -1.82 -0.85 -0.3887
N 1.92 -0.78 -1.80 -0.6252
H -1.55 1.39 3.56 0.2332
H -2.19 -0.19 3.17 0.2367
H -3.02 1.24 2.63 0.2336
H 0.71 1.69 -0.85 0.2288
H -0.40 0.51 -1.54 0.2233
H 2.07 -0.14 0.18 0.1970
H 0.08 -1.88 -1.37 0.1199
H 1.40 -0.75 -2.65 0.4077
H 2.92 -0.90 -1.91 0.4090
```



b:
DFT (ωB97M-V/def2-TZVPD) results for a single C6H9N molecule.

Output
Orbital gap   11.252 eV
Multiplicity   1
LUMO energy   0.86 eV
SMILES   C[C@@H]1[C@H](C)[C@@H]1C#N

```
16
Properties=species:S:1:pos:R:3:nbo_charge:R:1
C 1.47 -0.62 0.96 -0.6228
C 1.01 0.07 -0.32 -0.1786
C -0.32 0.02 -1.01 -0.1825
C -1.53 -0.82 -0.67 -0.6251
C 0.05 1.27 -0.23 -0.3622
C -0.65 1.43 1.03 0.2896
N -1.24 1.50 2.03 -0.3434
H 0.66 -0.85 1.66 0.2261
H 1.98 -1.55 0.68 0.2169
H 2.21 -0.01 1.51 0.2218
H 1.82 0.17 -1.03 0.2192
H -0.14 0.18 -2.07 0.2178
H -2.30 -0.62 -1.43 0.2216
H -1.30 -1.88 -0.68 0.2186
H -1.92 -0.53 0.30 0.2296
H 0.20 2.22 -0.74 0.2534
```



c:
DFT (ωB97M-V/def2-TZVPD) results for a single C6H9N molecule.

Output
Orbital gap   8.237 eV
Multiplicity   1
LUMO energy   0.85 eV
SMILES   C=C(C)N=C=CC

```
16
Properties=species:S:1:pos:R:3:nbo_charge:R:1
C -0.04 0.60 0.67 0.4853
C -0.64 -1.83 -1.60 -0.4306
C 0.36 1.06 2.00 -0.4641
C -0.69 -0.51 -1.49 0.1604
C 1.11 0.24 3.00 -0.6183
C -0.75 0.50 -2.58 -0.6487
N -0.60 -0.03 -0.18 -0.4328
H -0.32 -2.41 -0.81 0.1993
H -0.69 -2.37 -2.52 0.2001
H 0.62 2.17 2.05 0.2251
H 2.15 0.56 3.02 0.2073
H 1.08 -0.81 2.90 0.2146
H 0.67 0.44 4.07 0.2087
H -0.10 1.30 -2.20 0.2263
H -0.38 0.20 -3.59 0.2359
H -1.77 0.88 -2.75 0.2315
```



b ends up most stable, edging out the next structure by 52.3 kcal/mol.



a:
DFT (ωB97M-V/def2-TZVPD) results for a molecular structure, C2H5FN2.

Output
Orbital gap (spin up / spin down)   10.472 / 6.551 eV
Multiplicity   1
LUMO energy (spin up / spin down)   0.21 / -2.11 eV

```
10
Properties=species:S:1:pos:R:3:nbo_charge:R:1
C -1.39 -1.79 0.44 -0.0368
C 1.20 1.51 -0.41 -0.4485
N -0.22 -1.28 0.59 -0.2335
N 0.72 -1.11 -0.14 0.2900
F 0.39 -1.44 -1.68 -0.4498
H -1.93 -2.04 1.36 0.1919
H -1.71 -1.98 -0.46 0.1840
H 1.82 1.62 -1.20 0.1774
H 0.34 2.01 -0.08 0.1638
H 1.39 0.87 0.39 0.1614
```



b:
DFT (ωB97M-V/def2-TZVPD) results for a single C2H5FN2 molecule.

Output
Orbital gap   10.696 eV
Multiplicity   1
LUMO energy   0.95 eV
SMILES   [H]/N=C(/N)CF

```
10
Properties=species:S:1:pos:R:3:nbo_charge:R:1
C -0.17 -0.38 -0.15 0.3864
C -0.02 0.70 0.87 -0.0219
H 0.64 -0.89 -1.94 0.3880
H 1.23 0.46 -1.37 0.3740
H -1.64 -1.32 0.61 0.3323
H -0.70 0.67 1.76 0.1853
H 0.99 0.64 1.32 0.1831
N 0.88 -0.43 -1.09 -0.8045
N -1.07 -1.34 -0.20 -0.6654
F -0.13 1.90 0.18 -0.3573
```



b ends up most stable, edging out the next structure by 154.4 kcal/mol.